5 unconnected molecules or ions with the total composition C39H56BF4N2O2Si at a distorted geometry, computed with ωB97M-V with the def2-TZVPD basis set.

Properties
Total energy: -67847.453 eV
Energy relative to the best compared isomer or geometry (same formula, charge and spin): 0.0 kcal/mol
LUMO: -2.07 eV
Charge: +1
Kohn-Sham gap: 8.55 eV

Structure (XYZ):
```
105
C39H56BF4N2O2Si | the OMol25 dataset | ωB97M-V with the def2-TZVPD basis set
C 3.958 4.669 2.492
C 2.542 5.032 1.878
C 2.017 3.740 1.171
C 0.766 3.977 0.264
C -0.269 2.818 0.254
N 0.310 1.444 0.103
C -0.653 0.503 0.789
C -0.251 -0.998 0.636
N 1.049 -1.144 -0.029
B 1.504 -2.561 -0.100
C 1.073 -3.650 -1.186
O 2.399 -2.984 0.922
C 1.049 -0.475 -1.348
C 0.394 0.959 -1.310
C 1.122 1.941 -2.282
C 1.644 1.289 -3.600
O 1.488 2.253 -4.645
Si 2.885 3.221 -4.876
C 4.284 2.377 -5.842
C 3.639 3.929 -3.283
C 2.302 4.731 -5.901
H 4.711 5.450 2.291
H 4.326 3.757 1.979
H 3.860 4.445 3.568
H 1.834 5.309 2.677
H 2.722 5.828 1.138
H 2.840 3.405 0.496
H 1.852 2.897 1.876
H 1.030 4.206 -0.788
H 0.241 4.883 0.631
H -0.995 2.966 -0.562
H -0.868 2.831 1.186
H 1.210 1.297 0.569
H -0.807 0.761 1.849
H -1.618 0.640 0.263
H -1.040 -1.620 0.154
H -0.145 -1.405 1.663
H 0.516 -4.452 -0.651
H 0.524 -3.262 -2.058
H 2.010 -4.143 -1.530
H 3.105 -2.330 0.917
H 0.426 -1.066 -2.053
H 2.108 -0.419 -1.672
H -0.651 0.855 -1.664
H 0.397 2.739 -2.546
H 1.913 2.450 -1.692
H 2.733 1.092 -3.478
H 1.122 0.345 -3.851
H 4.510 3.037 -6.711
H 5.225 2.360 -5.251
H 4.045 1.381 -6.254
H 2.868 4.341 -2.590
H 4.180 3.161 -2.683
H 4.329 4.769 -3.494
H 1.464 5.203 -5.353
H 3.136 5.468 -5.891
H 2.068 4.477 -6.948
F -2.549 4.364 -0.736
C -3.887 4.218 -0.913
C -4.481 4.750 -2.042
C -5.849 4.594 -2.224
C -6.604 3.920 -1.272
C -5.993 3.395 -0.140
C -4.624 3.539 0.040
H -3.877 5.279 -2.768
H -6.325 5.000 -3.107
H -7.671 3.804 -1.413
H -6.583 2.874 0.603
H -4.129 3.130 0.913
F -3.203 -0.867 2.772
C -3.535 -2.174 2.652
C -2.530 -3.121 2.596
C -2.864 -4.464 2.476
C -4.200 -4.840 2.404
C -5.201 -3.876 2.457
C -4.868 -2.534 2.587
H -1.496 -2.807 2.647
H -2.085 -5.214 2.439
H -4.462 -5.886 2.307
H -6.240 -4.171 2.397
H -5.634 -1.770 2.638
F 4.841 -0.125 -3.181
C 5.388 -1.251 -2.675
C 6.761 -1.335 -2.535
C 7.318 -2.493 -2.008
C 6.499 -3.555 -1.639
C 5.122 -3.458 -1.789
C 4.561 -2.296 -2.306
H 7.383 -0.501 -2.836
H 8.391 -2.569 -1.887
H 6.937 -4.458 -1.232
H 4.484 -4.285 -1.505
H 3.488 -2.197 -2.425
F -6.599 -6.512 4.558
C -5.831 -6.645 5.656
C -4.550 -7.150 5.528
C -3.755 -7.283 6.658
C -4.254 -6.920 7.904
C -5.545 -6.418 8.018
C -6.339 -6.274 6.888
H -4.183 -7.435 4.550
H -2.748 -7.670 6.568
H -3.635 -7.028 8.786
H -5.935 -6.139 8.989
H -7.344 -5.877 6.956
```



A single C22H22F2N4O3S2 molecule at a distorted geometry, computed with ωB97M-V with the def2-TZVPD basis set.

Properties
Total energy: -62379.664 eV
SMILES: CN(C)S(=O)(=O)c1ccc(N2CCCC2)c(C(=O)Nc2nc(-c3cc(F)ccc3F)cs2)c1
LUMO: 0.40 eV
Charge: 0
Kohn-Sham gap: 8.53 eV

Structure (XYZ):
```
55
C22H22F2N4O3S2 | the OMol25 dataset | ωB97M-V with the def2-TZVPD basis set
C -3.561 -3.209 1.715
N -4.619 -3.119 0.737
C -5.442 -4.306 0.644
S -4.012 -2.616 -0.764
O -2.782 -3.294 -1.073
O -5.088 -2.696 -1.706
C -3.653 -0.910 -0.410
C -4.681 -0.049 -0.058
C -4.398 1.262 0.233
C -3.080 1.782 0.185
N -2.860 3.037 0.632
C -3.864 3.786 1.370
C -3.065 4.831 2.144
C -1.906 5.119 1.199
C -1.595 3.745 0.611
C -2.061 0.905 -0.279
C -0.683 1.302 -0.647
O -0.393 2.214 -1.400
N 0.296 0.495 -0.124
C 1.619 0.674 -0.432
N 2.560 -0.064 0.037
C 3.787 0.340 -0.420
C 4.956 -0.408 0.022
C 4.770 -1.519 0.847
C 5.855 -2.249 1.283
F 5.644 -3.315 2.082
C 7.154 -1.925 0.931
C 7.354 -0.827 0.115
C 6.271 -0.089 -0.325
F 6.530 0.975 -1.116
C 3.740 1.423 -1.253
S 2.124 1.967 -1.491
C -2.370 -0.431 -0.537
H -3.995 -3.407 2.695
H -3.041 -2.252 1.739
H -2.842 -3.998 1.466
H -6.042 -4.397 1.550
H -6.094 -4.180 -0.216
H -4.843 -5.214 0.511
H -5.689 -0.427 -0.025
H -5.213 1.921 0.476
H -4.565 4.270 0.678
H -4.424 3.131 2.041
H -2.694 4.403 3.076
H -3.656 5.714 2.376
H -1.044 5.553 1.700
H -2.228 5.797 0.408
H -1.203 3.823 -0.405
H -0.855 3.209 1.222
H 0.069 -0.285 0.475
H 3.769 -1.795 1.135
H 7.980 -2.518 1.289
H 8.346 -0.531 -0.188
H 4.548 1.926 -1.740
H -1.614 -1.115 -0.891
```



A single C18H21N3O3S molecule at a distorted geometry, computed with ωB97M-V with the def2-TZVPD basis set.

Properties
Total energy: -40453.931 eV
Energy relative to the best compared isomer or geometry (same formula, charge and spin): 78.8 kcal/mol
LUMO: 0.62 eV
Charge: 0
Kohn-Sham gap: 9.34 eV

Structure (XYZ):
```
46
C18H21N3O3S | the OMol25 dataset | ωB97M-V with the def2-TZVPD basis set
C -7.370 0.332 -0.703
H -8.020 1.074 -1.161
O -6.134 0.959 -0.486
C -5.181 0.112 0.108
C -3.895 0.903 0.313
C -2.802 0.039 0.944
O -1.614 0.759 1.187
C -0.724 0.957 0.185
C -0.903 0.552 -1.135
C 0.116 0.794 -2.039
N 1.262 1.354 -1.713
C 1.449 1.736 -0.450
C 0.478 1.594 0.541
C 0.704 2.036 1.953
H 1.086 3.055 1.987
H -0.231 1.991 2.502
H 1.421 1.372 2.433
C 2.813 2.240 -0.152
H 2.843 2.932 0.684
H 3.265 2.674 -1.041
S 4.022 0.851 0.312
O 4.754 0.541 -0.917
C 2.774 -0.445 0.367
N 2.015 -0.764 1.372
C 1.147 -1.704 0.876
C 0.074 -2.346 1.485
C -0.672 -3.210 0.713
C -0.366 -3.449 -0.630
C 0.697 -2.829 -1.254
C 1.446 -1.949 -0.488
N 2.512 -1.139 -0.770
H 2.993 -0.989 -1.644
H 0.930 -3.008 -2.292
H -0.981 -4.136 -1.193
H -1.518 -3.719 1.151
H -0.162 -2.153 2.519
H 0.014 0.506 -3.077
H -1.797 0.051 -1.466
H -2.597 -0.849 0.333
H -3.125 -0.297 1.934
H -3.566 1.295 -0.650
H -4.101 1.755 0.962
H -5.555 -0.265 1.074
H -4.993 -0.761 -0.541
H -7.814 -0.012 0.240
H -7.268 -0.530 -1.376
```



A single C5H11NO molecule at a distorted geometry, computed with ωB97M-V with the def2-TZVPD basis set.

Properties
Total energy: -8897.934 eV
SMILES: C=NCCCCO
Energy relative to the best compared isomer or geometry (same formula, charge and spin): 86.8 kcal/mol
LUMO: 0.53 eV
Charge: 0
Kohn-Sham gap: 8.78 eV

Structure (XYZ):
```
18
C5H11NO | the OMol25 dataset | ωB97M-V with the def2-TZVPD basis set
C -1.529 -1.259 1.966
N -1.012 -0.266 1.373
C -1.369 -0.011 -0.029
C -0.280 -0.571 -0.960
C 0.833 0.447 -1.234
C 1.954 0.735 -0.249
O 1.621 1.365 1.007
H -0.977 -2.070 2.454
H -2.609 -1.147 2.184
H -2.380 -0.358 -0.253
H -1.367 1.080 -0.095
H 0.115 -1.473 -0.494
H -0.726 -0.791 -1.933
H 1.379 0.007 -2.084
H 0.415 1.348 -1.701
H 2.460 -0.169 0.077
H 2.680 1.343 -0.795
H 0.790 1.787 0.766
```



A single C5H11N3 molecule at a distorted geometry, computed with ωB97M-V with the def2-TZVPD basis set.

Properties
Total energy: -9829.289 eV
SMILES: CC[C@@H]1C[C@H]1/N=N/N
Energy relative to the best compared isomer or geometry (same formula, charge and spin): 106.5 kcal/mol
LUMO: 1.23 eV
Charge: 0
Kohn-Sham gap: 9.89 eV

Structure (XYZ):
```
19
C5H11N3 | the OMol25 dataset | ωB97M-V with the def2-TZVPD basis set
C 2.129 -1.435 -0.100
C 2.159 0.096 0.229
C 1.034 0.759 -0.517
C 0.236 1.848 0.192
C -0.431 0.430 0.199
N -1.810 0.134 -0.317
N -2.705 -0.466 0.423
N -3.883 -0.573 -0.234
H 2.830 -2.026 0.556
H 2.055 -1.633 -1.115
H 1.101 -1.838 0.295
H 3.220 0.560 -0.021
H 1.775 0.095 1.273
H 0.875 0.826 -1.526
H -0.333 2.445 -0.562
H 0.646 2.475 0.954
H -0.417 -0.024 1.247
H -3.973 -0.479 -1.212
H -4.506 -1.196 0.233
```



The lowest total energy belongs to which entry? C39H56BF4N2O2Si



The lowest LUMO belongs to which entry? C39H56BF4N2O2Si